1.
ORCA calculation (ωB97M-V/def2-TZVPD) on a cluster of 2 separate species, CH5S2 in total.

```
! RIJCOSX wB97M-V def2-TZVPD def2/J DEFGRID3
* xyz -1 1
H -1.70 0.88 -0.64
S -1.25 -0.87 0.94
H 2.25 -0.74 -0.95
H -0.53 -0.09 -1.24
H -0.29 -0.60 1.90
C -0.83 0.44 -0.30
H -0.17 1.13 0.02
S 2.52 -0.14 0.27
*
```

LUMO energy in eV: 3.549
HOMO-LUMO gap in eV: 6.07

Atom charges from the Mulliken analysis, given in e for atoms 1 to 6: 0.351 -0.239 -0.064 0.222 0.124 -0.819


2.
ORCA calculation (ωB97M-V/def2-TZVPD) on a cluster of 2 separate species, CH5S2 in total.

```
! RIJCOSX wB97M-V def2-TZVPD def2/J DEFGRID3
* xyz -1 1
S -0.43 1.94 -2.17
H -0.92 -0.25 -0.80
H 0.39 0.92 -2.45
C 0.25 -0.46 1.19
S -0.75 -1.36 -0.04
H -0.32 0.03 1.98
H 0.78 0.29 0.62
H 0.99 -1.10 1.67
*
```

LUMO energy in eV: 3.586
HOMO-LUMO gap in eV: 6.37

Atom charges from the Mulliken analysis, given in e for atoms 1 to 6: -0.851 0.075 -0.034 -0.677 -0.247 0.246


3.
ORCA calculation (ωB97M-V/def2-TZVPD) on a cluster of 2 separate species, CH5S3 in total.

```
! RIJCOSX wB97M-V def2-TZVPD def2/J DEFGRID3
* xyz -1 1
S -0.66 4.08 -2.48
H -0.23 -0.72 2.23
C 0.42 -1.50 2.76
H -0.52 3.21 -3.48
S -0.61 -1.81 0.05
H -0.27 -2.12 3.40
H 1.15 -1.15 3.55
S 1.14 -1.85 1.14
H -0.62 3.04 -1.59
*
```

LUMO energy in eV: 3.098
HOMO-LUMO gap in eV: 5.23

Atom charges from the Mulliken analysis, given in e for atoms 1 to 6: -0.344 0.187 -0.772 0.143 -0.718 0.251


4.
ORCA calculation (ωB97M-V/def2-TZVPD) on a cluster of 3 separate species, CH6BNO in total.

```
! RIJCOSX wB97M-V def2-TZVPD def2/J DEFGRID3
* xyz 0 1
H 0.63 -1.63 -0.57
C 1.04 1.14 0.08
H 2.00 0.71 -0.30
H 0.83 -2.29 -1.16
H -2.52 -1.32 0.81
O -1.35 0.07 0.30
H 1.28 1.54 1.06
H 0.85 1.90 -0.70
B -0.19 0.29 0.17
N -2.56 -0.41 0.30
*
```

LUMO energy in eV: 0.201
HOMO-LUMO gap in eV: 7.34

Atom charges from the Mulliken analysis, given in e for atoms 1 to 6: -0.249 -0.659 0.281 0.236 0.130 0.199


5.
ORCA calculation (ωB97M-V/def2-TZVPD) on a cluster of 2 separate species, CH6ClNSi in total.

```
! RIJCOSX wB97M-V def2-TZVPD def2/J DEFGRID3
* xyz 0 1
Cl -3.19 1.12 -2.44
Si -2.42 -0.07 -1.04
H 1.38 2.10 1.27
C 1.60 1.05 1.46
N -1.97 -1.53 -1.85
H -1.59 -1.48 -2.77
H -1.23 -2.07 -1.44
H 0.74 0.69 1.91
H -1.85 0.37 0.19
H 2.01 0.33 0.76
*
```

LUMO energy (spin up / spin down) in eV: 0.352 / -0.239
HOMO-LUMO gap (spin up / spin down) in eV: 9.82 / 6.14

Atom charges from the Mulliken analysis, given in e for atoms 1 to 6: -0.189 0.236 0.273 -0.807 -0.495 0.259


6.
ORCA calculation (ωB97M-V/def2-TZVPD) on a structure of composition CH6FFeO6.

```
! RIJCOSX wB97M-V def2-TZVPD def2/J DEFGRID3
* xyz -1 5
O -35.13 -20.38 -22.50
O -30.40 -22.62 -23.33
O -30.13 -19.60 -22.68
H -31.61 -21.63 -19.98
O -33.16 -19.70 -21.91
O -30.92 -21.78 -20.64
H -30.35 -18.67 -22.76
Fe -31.57 -21.06 -22.60
H -29.17 -19.64 -22.78
H -30.12 -21.97 -20.13
H -29.86 -22.63 -24.12
F -32.10 -20.37 -24.49
H -30.19 -23.44 -22.86
C -34.08 -20.63 -21.84
O -33.49 -21.79 -22.10
*
```

LUMO energy (spin up / spin down) in eV: 2.097 / 2.085
<S²>: 6.010
HOMO-LUMO gap (spin up / spin down) in eV: 4.28 / 4.48

Atom charges from the Mulliken analysis, given in e for atoms 1 to 6: -0.727 -0.452 -0.365 0.296 -0.702 -0.450


7.
ORCA calculation (ωB97M-V/def2-TZVPD) on a cluster of 2 separate species, CH6N2 in total.

```
! RIJCOSX wB97M-V def2-TZVPD def2/J DEFGRID3
* xyz 0 1
N -2.16 1.32 0.03
H 2.90 -1.39 -0.86
H 1.90 -0.08 0.69
N 2.05 -1.79 -0.47
H -2.92 0.77 -0.33
H -1.37 1.39 -0.59
H 0.57 -1.41 0.84
C 1.49 -1.06 0.38
H -2.46 2.25 0.30
*
```

SMILES: C=N.N
LUMO energy in eV: 1.048
HOMO-LUMO gap in eV: 11.00

Atom charges from the Mulliken analysis, given in e for atoms 1 to 6: -0.625 0.242 0.217 -0.472 0.208 0.211


8.
ORCA calculation (ωB97M-V/def2-TZVPD) on a cluster of 2 separate species, CH6N2O in total.

```
! RIJCOSX wB97M-V def2-TZVPD def2/J DEFGRID3
* xyz 0 1
H 1.41 1.60 -0.01
H -1.41 -1.78 -0.11
O 2.64 0.14 0.40
H 0.29 -0.15 -0.57
H -1.50 0.29 -1.19
C -0.74 0.15 -0.29
N 2.01 0.76 -0.44
H -0.71 1.10 0.24
H -0.73 -1.14 1.44
N -1.27 -0.98 0.52
*
```

SMILES: N=O.CN
LUMO energy (spin up / spin down) in eV: -0.357 / -0.358
HOMO-LUMO gap (spin up / spin down) in eV: 8.70 / 8.70

Atom charges from the Mulliken analysis, given in e for atoms 1 to 6: 0.251 0.216 -0.226 0.332 0.246 -0.608


9.
ORCA calculation (ωB97M-V/def2-TZVPD) on a cluster of 2 separate species, CH6N2O in total.

```
! RIJCOSX wB97M-V def2-TZVPD def2/J DEFGRID3
* xyz 0 1
N 2.62 -1.19 1.52
H 4.07 -0.21 -0.82
N 3.09 -0.18 -0.54
H 2.81 -2.25 -0.26
H 2.99 0.66 0.02
O -6.98 2.06 -0.96
H -6.66 2.98 -0.93
H 2.34 -2.09 1.89
C 2.82 -1.29 0.27
H -6.53 1.70 -0.18
*
```

SMILES: [H]/N=C/N.O
LUMO energy in eV: 1.099
HOMO-LUMO gap in eV: 11.20

Atom charges from the Mulliken analysis, given in e for atoms 1 to 6: -0.608 0.240 -0.561 0.340 0.303 -0.642


10.
ORCA calculation (ωB97M-V/def2-TZVPD) on a cluster of 2 separate species, CH6N2O2 in total.

```
! RIJCOSX wB97M-V def2-TZVPD def2/J DEFGRID3
* xyz 0 1
H 1.79 -0.97 1.14
N 1.70 -0.10 0.46
N 2.63 -0.04 -0.64
H -2.30 0.26 0.13
C -1.87 -0.67 0.10
H 2.09 0.64 -1.28
O -0.63 -0.91 -0.38
O 0.55 0.34 0.36
H -2.55 -1.17 -0.76
H 2.67 -0.79 -1.27
H -2.19 -1.25 0.94
*
```

LUMO energy (spin up / spin down) in eV: 0.392 / 0.243
HOMO-LUMO gap (spin up / spin down) in eV: 9.67 / 8.77

Atom charges from the Mulliken analysis, given in e for atoms 1 to 6: 0.277 0.173 -0.519 0.311 -0.601 0.301


11.
ORCA calculation (ωB97M-V/def2-TZVPD) on a cluster of 2 separate species, CH6N2O2 in total.

```
! RIJCOSX wB97M-V def2-TZVPD def2/J DEFGRID3
* xyz 0 1
H 0.76 1.83 -0.93
H -1.10 0.25 1.49
H -1.40 -0.27 -0.75
O -1.80 -1.25 -0.73
N 1.19 1.00 -0.54
C 0.31 0.34 0.26
H 1.60 0.42 -1.26
N -0.76 0.88 0.76
H -1.50 -1.89 -0.07
H 1.83 -0.65 0.83
O 0.87 -0.68 0.94
*
```

SMILES: [H]/N=C(/N)O.O
LUMO energy in eV: 0.394
HOMO-LUMO gap in eV: 10.15

Atom charges from the Mulliken analysis, given in e for atoms 1 to 6: 0.254 0.297 0.422 -0.699 -0.622 0.585


12.
ORCA calculation (ωB97M-V/def2-TZVPD) on a structure of composition CH6N2O2S.

```
! RIJCOSX wB97M-V def2-TZVPD def2/J DEFGRID3
* xyz 0 1
H 1.84 -1.33 0.23
H -0.84 -0.32 1.56
C -1.24 0.05 -0.49
H -0.88 1.72 0.25
N -1.18 -0.77 0.64
O 0.57 1.54 0.51
N 2.06 -0.34 -0.05
S 0.91 0.74 -0.68
O -1.78 1.30 -0.24
H -0.70 -1.67 0.40
H 2.73 -0.42 -0.83
H -1.51 -0.51 -1.31
*
```

LUMO energy in eV: 0.373
HOMO-LUMO gap in eV: 8.53

Atom charges from the Mulliken analysis, given in e for atoms 1 to 6: 0.223 0.318 -0.265 0.483 -0.443 -0.611


The energy above the lowest of the compared OMol25 structures with the same formula, charge and spin results, record by record, are as follows: 15.0, 1.5, 25.4, 171.7, 116.7, 77.7, 16.4, 100.5, 21.7, 182.0, 47.2, 33.0 kcal/mol.